[1]
The following is a quantum chemistry calculation of a structure of composition C20H36Br6Fe2O12, from the OMol25 dataset.

The geometry in XYZ format:
```
76
Properties=species:S:1:pos:R:3
Fe -0.606 2.195 0.143
Fe -2.190 -0.452 -0.898
C 0.304 -0.298 0.028
O 0.848 0.770 -0.074
O -0.132 -0.920 -0.932
O -0.773 0.012 0.593
C -3.088 1.984 -0.717
O -2.577 2.665 0.193
O -3.655 0.886 -0.573
O -2.029 1.604 -1.288
O -2.804 -2.439 -0.189
C -3.167 -3.378 0.536
O -2.674 -3.646 1.774
C -1.739 -2.780 2.423
C -1.370 -3.264 3.772
C -4.116 -4.475 0.105
H -2.184 -1.789 2.339
H -0.889 -2.782 1.741
H -0.552 -2.622 4.097
H -1.002 -4.289 3.727
H -2.155 -3.292 4.528
H -5.015 -4.499 0.721
H -3.596 -5.429 0.202
H -4.351 -4.379 -0.955
O 3.291 1.850 -4.597
C 2.158 1.473 -4.732
O 1.518 1.123 -5.837
C 2.192 1.279 -7.122
C 1.423 0.315 -8.017
C 1.268 1.372 -3.472
H 3.231 0.953 -7.170
H 2.206 2.351 -7.317
H 0.362 0.561 -8.054
H 1.410 -0.729 -7.704
H 1.783 0.289 -9.045
H 1.360 0.403 -2.982
H 0.232 1.360 -3.811
H 1.352 2.209 -2.778
O -0.091 3.021 1.999
C 0.595 3.224 2.991
O 0.921 2.299 3.891
C 0.752 0.937 3.738
C 0.194 0.338 5.049
C 1.060 4.557 3.500
H 1.703 0.446 3.535
H 0.123 0.715 2.875
H 0.024 -0.736 4.966
H -0.738 0.802 5.373
H 0.898 0.435 5.875
H 1.933 4.922 2.959
H 1.180 4.585 4.583
H 0.214 5.206 3.274
Br -3.632 -0.073 4.591
C -3.164 1.286 3.237
C -2.909 2.755 3.687
Br -4.436 3.552 4.786
H -3.970 1.340 2.505
H -2.329 0.801 2.732
H -2.760 3.347 2.785
H -2.053 2.826 4.359
Br -0.790 -5.779 -3.520
C 0.799 -4.787 -2.949
C 0.601 -4.119 -1.548
Br 0.463 -5.534 -0.112
H 0.934 -4.014 -3.706
H 1.627 -5.496 -2.967
H -0.335 -3.561 -1.573
H 1.326 -3.367 -1.239
Br 6.045 0.457 -1.792
C 5.282 2.214 -1.020
C 4.083 1.817 -0.138
Br 3.452 3.263 1.045
H 4.999 2.917 -1.804
H 6.085 2.624 -0.408
H 4.407 1.036 0.550
H 3.233 1.553 -0.768
```

Calculated values
Highest occupied orbital energy (alpha / beta)   -8.17 / -8.48 eV
Relative energy (zero: lowest compared OMol25 entry of this formula, charge and spin)   0.0 kJ/mol
Expectation value of S²   20.02
E   -534918.8394 eV
Strongest force on any atom   12.6 eV/Å
Multiplicity   9

[2]
The following is a quantum chemistry calculation of a cluster of 2 separate species, C2H8NO3 in total, from the OMol25 dataset.

The geometry in XYZ format:
```
14
Properties=species:S:1:pos:R:3
O -0.493 -0.948 -0.897
C -0.089 0.083 -0.419
O 1.106 0.397 -0.015
C -1.094 1.237 -0.228
N -2.360 0.580 0.132
H 1.729 -0.377 0.061
H -0.689 1.978 0.440
H -1.194 1.706 -1.212
H -3.171 1.193 -0.047
H -2.389 -0.293 -0.428
H -2.374 0.327 1.119
H 3.250 -1.988 1.288
H 3.190 -0.510 1.770
O 2.685 -1.207 1.335
```

Calculated values
Highest occupied orbital energy   -15.33 eV
Relative energy (zero: lowest compared OMol25 entry of this formula, charge and spin)   29.9 kJ/mol
Net charge   +1
E   -9830.1619 eV
Strongest force on any atom   1.9 eV/Å
Multiplicity   1

[3]
The following is a quantum chemistry calculation of a cluster of 3 separate species, C4H11N2O2 in total, from the OMol25 dataset.

The geometry in XYZ format:
```
19
Properties=species:S:1:pos:R:3
C 2.943 0.726 0.774
C 1.556 0.300 0.322
C 1.016 0.320 -0.955
N -0.231 -0.243 -0.941
C -0.449 -0.819 0.277
N 0.627 -0.458 1.078
H 2.972 1.823 0.678
H 3.724 0.295 0.181
H 3.059 0.382 1.782
H 1.369 0.775 -1.877
H -0.910 -0.208 -1.786
H -1.283 -1.393 0.623
H 0.705 -0.835 2.026
H -3.498 -1.087 -2.195
H -2.708 -2.219 -1.972
O -2.549 -1.341 -2.429
H -2.256 1.163 0.705
H -2.164 1.798 2.086
O -1.921 1.022 1.623
```

Calculated values
Highest occupied orbital energy   -13.52 eV
Relative energy (zero: lowest compared OMol25 entry of this formula, charge and spin)   78.0 kJ/mol
Net charge   +1
E   -11395.3153 eV
Strongest force on any atom   3.7 eV/Å
Multiplicity   1

[4]
The following is a quantum chemistry calculation of a structure of composition CH5BrP2, from the OMol25 dataset.

The geometry in XYZ format:
```
9
Properties=species:S:1:pos:R:3
C -1.472 0.577 0.276
P 1.169 -1.413 -0.294
P 0.619 0.663 -0.659
Br -2.837 0.034 -0.813
H -1.280 0.052 1.245
H -1.459 1.687 0.517
H 2.003 -1.693 -1.391
H 2.307 -0.953 0.424
H 0.948 1.047 0.694
```

Calculated values
Highest occupied orbital energy   -8.78 eV
Relative energy (zero: lowest compared OMol25 entry of this formula, charge and spin)   170.8 kJ/mol
E   -89736.0415 eV
Strongest force on any atom   5.1 eV/Å
Multiplicity   1

[5]
The following is a quantum chemistry calculation of an isolated molecule of C7H10OS, from the OMol25 dataset.

The geometry in XYZ format:
```
19
Properties=species:S:1:pos:R:3
C -0.782 -1.391 0.212
C -1.932 -1.369 -0.449
C 0.061 -0.108 0.009
C -0.734 0.838 -0.682
C -0.394 2.223 -1.065
C 1.834 -1.072 1.649
C 1.421 -0.039 0.556
O -2.759 0.366 -2.370
S -2.386 0.295 -0.935
H -0.308 -2.183 0.741
H -2.678 -2.182 -0.608
H -0.600 2.588 -2.019
H 0.647 2.250 -0.871
H -0.771 3.049 -0.371
H 2.330 -1.879 1.169
H 0.904 -1.608 1.953
H 2.422 -0.575 2.339
H 2.088 -0.202 -0.295
H 1.637 0.999 1.038
```

Calculated values
Highest occupied orbital energy   -8.75 eV
Relative energy (zero: lowest compared OMol25 entry of this formula, charge and spin)   235.6 kJ/mol
E   -20300.9551 eV
Strongest force on any atom   4.7 eV/Å
Multiplicity   1

[6]
The following is a quantum chemistry calculation of a cluster of 2 separate species, C4H10OS in total, from the OMol25 dataset.

The geometry in XYZ format:
```
16
Properties=species:S:1:pos:R:3
C -2.020 0.087 2.804
C -1.233 -0.283 1.574
S -0.582 1.323 0.751
H -1.553 0.892 3.275
H -2.924 0.506 2.302
H -2.207 -0.741 3.333
H -1.873 -0.626 0.833
H -0.322 -0.926 1.684
H -0.988 1.158 -0.459
O 1.995 0.467 -4.000
C 1.538 -0.140 -3.042
C 2.283 -0.273 -1.819
H 0.490 -0.546 -2.985
H 1.627 0.217 -0.921
H 2.452 -1.319 -1.530
H 3.316 0.203 -1.799
```

Calculated values
Highest occupied orbital energy   -9.34 eV
Relative energy (zero: lowest compared OMol25 entry of this formula, charge and spin)   147.2 kJ/mol
E   -17191.2997 eV
Strongest force on any atom   4.9 eV/Å
Multiplicity   1